Formula: C4H8N2S
Source: OMol25
Level of theory: the ωB97M-V functional and the def2-TZVPD basis

Calculated values
- HOMO (eV) = -8.63
- DFT total energy (Ha) = -664.88523
- strongest force on any atom (eV/A) = 2.27
- molecular weight (g/mol) = 116.189
- E_LUMO (eV) = 0.454
- relative energy (zero: lowest compared OMol25 entry of this formula, charge and spin) (kcal/mol) = 29.8
- structure (SMILES) = [H]/N=C(/C)NC(C)=S

Last column: natural (NBO) charge in e.
CARTESIAN COORDINATES (ANGSTROEM)
H 1.1190 -1.0239 2.2345  0.251
H 1.5538 1.2649 -2.2328  0.238
H 1.9710 -0.4394 -2.5612  0.240
N -0.4359 -1.0322 -2.4604  -0.586
C -0.1575 0.0551 0.8908  0.095
C 1.5534 0.2396 -1.8575  -0.686
N -0.4748 0.2341 -0.4255  -0.661
S -0.7395 1.0004 2.0458  -0.091
H 1.2860 -1.6127 0.4928  0.218
C 0.5663 -1.2142 1.2523  -0.700
C 0.1342 -0.2210 -1.6524  0.454
H -0.9421 1.1167 -0.5480  0.409
H -0.1132 -2.0470 1.4681  0.251
H 2.1827 0.1458 -0.9597  0.224
H -1.4292 -0.9804 -2.2259  0.344

Atoms 1-6, force components in eV/Å:
-0.647 -0.304 -1.472
0.127 -0.075 0.082
0.466 -0.218 -0.963
0.024 2.109 0.438
0.226 -1.910 -1.197
-0.181 -0.468 0.585


Formula: C12H16BN3OPdS
Source: OMol25
Level of theory: the ωB97M-V functional and the def2-TZVPD basis

Calculated values
- HOMO (eV) = -8.41
- DFT total energy (Ha) = -1257.26181
- strongest force on any atom (eV/A) = 1.38
- molecular weight (g/mol) = 367.579
- E_LUMO (eV) = -1.640

Last column: natural (NBO) charge in e.
CARTESIAN COORDINATES (ANGSTROEM)
C 4.1447 -0.0530 0.6598  -0.275
H -4.5736 0.5009 1.3351  0.012
H -1.3016 -0.1412 5.0194  0.232
H 6.1593 0.1607 1.3162  0.218
H -5.0676 0.8935 -0.5817  0.025
H -0.3074 4.5739 -1.1896  0.217
H -1.7989 3.9506 -0.4449  0.245
C 2.4417 -0.1530 2.3623  -0.166
C -3.0717 -0.0859 -0.1779  0.454
C 2.7837 -0.1665 0.9999  0.355
H 2.3893 2.2532 0.2940  0.241
N -1.9480 -0.1976 -0.4273  -0.655
C -0.7440 -0.1853 4.1016  -0.078
C -1.1430 -0.2695 2.8123  -0.075
H 3.2099 -0.0405 4.3754  0.190
S 0.0508 2.6020 0.1539  0.180
H -0.6347 4.8585 0.5472  0.219
H -5.1323 -0.9707 0.0768  0.025
N 0.6342 -0.1547 4.0660  -0.502
B -4.5747 0.0983 0.1863  -0.606
H 2.0264 3.6533 -0.7327  0.217
Pd -0.0084 -0.1426 -0.0994  1.078
C 4.7844 0.0719 2.9720  -0.263
H 1.9355 3.7964 1.0479  0.216
H -2.1368 -0.3102 2.3993  0.253
H 1.2311 -0.1084 4.8718  0.425
H 5.5456 0.1590 3.7350  0.219
C 5.1239 0.0657 1.6180  -0.169
C 3.4591 -0.0389 3.3203  -0.165
C 1.7723 3.1410 0.1940  -0.741
O 1.9295 -0.2893 0.0063  -0.705
C 1.0495 -0.2224 2.7808  0.380
C -0.7439 4.1617 -0.2816  -0.734
N -0.0221 -0.3011 2.0133  -0.494
H 4.3828 -0.0673 -0.3961  0.228

Atoms 1-6, force components in eV/Å:
0.041 -0.017 -0.140
0.010 -0.004 -0.017
0.023 -0.002 -0.007
-0.013 -0.023 -0.001
0.142 0.093 0.054
-0.031 0.015 -0.007


Formula: C2H2N2O2
Source: OMol25
Level of theory: the ωB97M-V functional and the def2-TZVPD basis

Calculated values
- HOMO (eV) = -10.40
- DFT total energy (Ha) = -337.31623
- strongest force on any atom (eV/A) = 6.05
- molecular weight (g/mol) = 86.050
- E_LUMO (eV) = 0.557
- relative energy (zero: lowest compared OMol25 entry of this formula, charge and spin) (kcal/mol) = 67.9
- structure (SMILES) = O=c1nco[nH]1

Last column: natural (NBO) charge in e.
CARTESIAN COORDINATES (ANGSTROEM)
N 0.4987 0.9418 -0.6056  -0.504
O 0.9074 -0.2979 1.2029  -0.313
N -0.4624 -0.7181 0.5604  -0.303
H -1.1381 -0.9895 1.1827  0.415
H 2.0793 1.2572 0.6799  0.204
O -1.5038 -0.4350 -1.3201  -0.588
C 1.2083 0.6831 0.4094  0.403
C -0.6124 -0.0115 -0.5108  0.686

Atoms 1-6, force components in eV/Å:
-2.066 -0.431 -0.877
-3.681 -1.615 0.593
5.489 -0.532 2.496
-1.609 -0.862 2.063
0.367 -0.118 0.049
2.555 2.827 2.010


Formula: C4H7NO2
Source: OMol25
Level of theory: the ωB97M-V functional and the def2-TZVPD basis

Calculated values
- HOMO (eV) = -9.89
- DFT total energy (Ha) = -361.76537
- strongest force on any atom (eV/A) = 0.70
- molecular weight (g/mol) = 101.105
- E_LUMO (eV) = 0.065
- relative energy (zero: lowest compared OMol25 entry of this formula, charge and spin) (kcal/mol) = 72.5
- structure (SMILES) = C/N=C/C=O.C=O

Last column: natural (NBO) charge in e.
CARTESIAN COORDINATES (ANGSTROEM)
C 2.3222 -0.0956 -0.2263  -0.449
C -1.0330 1.4495 0.2423  0.415
C -1.9206 -1.2758 -0.2455  0.298
H -0.8844 2.5364 0.2457  0.136
H 0.1691 -0.1362 1.1171  0.165
C 0.2095 0.6147 0.3203  0.015
O -0.8479 -1.3257 -0.8021  -0.564
H 2.4565 -0.3587 0.8332  0.183
N 1.2130 0.8303 -0.4173  -0.350
H -2.0299 -1.3690 0.8521  0.111
H 2.1175 -1.0210 -0.7785  0.222
H -2.8625 -1.1857 -0.8071  0.125
O -2.1594 0.9990 0.2758  -0.512
H 3.2498 0.3378 -0.6096  0.205

Atoms 1-6, force components in eV/Å:
0.161 -0.056 0.000
-0.391 0.114 0.050
0.189 -0.419 -0.198
0.102 0.180 -0.283
0.179 -0.142 -0.102
0.308 0.273 0.193